Entry 1:
95
Properties=species:S:1:pos:R:3:lowdin_charge:R:1 method="wB97M-V/def2-TZVPD" gap_ev=8.2 e_homo_ev=-8.5 e_tot_ha=-104569.5268
O 1.22 3.64 -0.22 -0.045
C 1.07 2.55 -0.68 -0.633
C -0.05 2.11 -1.66 -0.018
C 0.10 0.60 -1.61 -0.287
C -0.56 -0.15 -2.78 -0.163
O -1.97 -0.13 -2.66 -0.092
C -2.44 -1.21 -1.90 -0.248
O -3.72 -1.03 -1.38 -0.064
C -4.24 0.28 -1.40 -0.174
C -3.73 1.19 -0.28 -0.257
O -2.48 0.77 0.26 -0.097
C 1.62 0.52 -1.56 -0.468
P 2.25 -1.14 -1.02 0.511
O 2.19 -1.02 0.60 -0.347
Br 4.42 -1.03 -1.58 0.267
O 1.88 1.43 -0.43 -0.201
H 0.25 2.52 -2.63 0.099
H -0.97 2.53 -1.26 0.128
H -0.23 0.12 -0.69 0.136
H -0.30 0.40 -3.69 0.141
H -0.16 -1.16 -2.89 0.097
H -1.74 -1.39 -1.07 0.125
H -2.43 -2.14 -2.51 0.140
H -5.32 0.17 -1.23 0.126
H -4.18 0.77 -2.37 0.122
H -4.47 1.16 0.54 -0.065
H -3.69 2.25 -0.58 0.126
H -2.07 1.52 0.70 -0.056
H 2.17 0.97 -2.39 0.070
H 2.29 -1.91 0.97 -0.078
C 5.17 3.62 -2.03 -1.554
Br 6.18 3.81 -0.41 0.599
Br 6.04 2.46 -3.30 0.532
Br 3.36 3.06 -1.66 0.902
H 5.12 4.59 -2.49 -0.030
C 0.10 3.68 3.62 -1.607
Br -1.17 2.66 2.58 0.674
Br 1.78 3.85 2.72 0.668
Br -0.63 5.39 4.12 0.581
H 0.27 3.13 4.54 -0.030
C 3.92 -4.56 2.95 -1.614
Br 3.92 -6.42 3.43 0.559
Br 5.70 -3.89 2.66 0.599
Br 2.78 -4.23 1.43 0.634
H 3.51 -4.01 3.79 -0.025
C -7.73 1.94 2.65 -1.608
Br -9.00 1.02 1.54 0.583
Br -5.99 2.00 1.83 0.708
Br -8.36 3.70 3.13 0.534
H -7.64 1.38 3.56 -0.028
C 1.14 5.16 -5.66 -1.644
Br 2.63 4.09 -5.08 0.567
Br 0.96 5.14 -7.57 0.561
Br -0.50 4.65 -4.78 0.594
H 1.35 6.18 -5.37 -0.069
C 3.79 -10.82 2.43 -1.620
Br 4.68 -9.82 3.80 0.526
Br 2.76 -12.27 3.17 0.557
Br 2.72 -9.69 1.29 0.573
H 4.56 -11.26 1.80 -0.027
C -11.11 5.63 5.98 -1.630
Br -11.68 3.91 5.33 0.573
Br -10.47 5.53 7.79 0.584
Br -9.81 6.44 4.82 0.553
H -11.98 6.27 5.98 -0.030
C -7.21 8.76 2.88 -1.661
Br -6.14 7.30 2.22 0.563
Br -6.37 9.66 4.36 0.571
Br -7.67 9.99 1.47 0.575
H -8.14 8.34 3.25 -0.088
C -1.06 -13.38 4.94 -1.646
Br -0.01 -14.84 4.26 0.553
Br -0.11 -12.38 6.28 0.562
Br -1.70 -12.25 3.52 0.569
H -1.93 -13.81 5.42 -0.032
C 1.88 9.52 -7.38 -1.630
Br 3.36 8.43 -6.80 0.560
Br 1.71 9.53 -9.30 0.581
Br 0.23 9.00 -6.52 0.579
H 2.09 10.53 -7.07 -0.031
C 6.84 -11.05 7.58 -1.645
Br 5.54 -12.11 6.64 0.546
Br 8.50 -10.95 6.61 0.570
Br 6.16 -9.30 8.00 0.565
H 7.05 -11.55 8.51 -0.032
C 7.31 4.02 -7.15 -1.629
Br 8.50 4.30 -5.66 0.560
Br 6.49 2.27 -7.10 0.555
Br 5.98 5.41 -7.28 0.545
H 7.90 4.06 -8.05 -0.033
C 2.09 -5.14 -2.87 -1.622
Br 1.10 -6.61 -3.61 0.573
Br 3.10 -4.21 -4.21 0.575
Br 0.96 -3.92 -1.88 0.538
H 2.80 -5.55 -2.16 -0.031

Entry 2:
165
Properties=species:S:1:pos:R:3:lowdin_charge:R:1 method="wB97M-V/def2-TZVPD" gap_ev=5.4 charge=+1 e_homo_ev=-10.4 e_tot_ha=-35837.7188
Sn -3.42 1.99 -0.69 1.457
N -0.88 0.62 -0.38 -0.363
S -0.25 -0.75 -0.53 0.408
O -0.19 -1.50 0.70 -0.248
O 0.78 -0.80 -1.55 -0.271
F -1.58 -1.40 -1.25 -0.224
S 0.45 1.38 0.28 0.568
O 1.53 1.85 -0.57 -0.298
O 0.84 0.93 1.62 -0.250
F -0.32 2.83 0.55 -0.264
F -2.90 -5.19 -1.79 0.011
C -3.34 -6.46 -1.68 -0.313
C -3.52 -7.00 -0.40 -0.024
C -3.89 -8.31 -0.25 -0.067
C -4.03 -9.02 -1.44 -0.100
C -3.84 -8.50 -2.69 -0.056
C -3.53 -7.12 -2.83 -0.010
H -3.42 -6.33 0.44 0.107
H -4.13 -8.73 0.72 0.113
H -4.41 -10.02 -1.28 0.104
H -3.89 -9.11 -3.58 0.107
H -3.28 -6.53 -3.70 0.118
F -1.73 2.07 4.86 0.025
C -1.38 3.15 5.63 -0.240
C -0.91 4.34 5.04 -0.026
C -0.62 5.40 5.90 -0.072
C -0.84 5.27 7.28 -0.090
C -1.27 4.09 7.85 -0.077
C -1.54 3.03 7.00 -0.021
H -0.81 4.52 3.98 0.086
H -0.27 6.34 5.51 0.103
H -0.49 6.06 7.93 0.103
H -1.44 4.04 8.92 0.111
H -1.90 2.17 7.53 0.117
F 3.05 -1.48 0.54 0.055
C 3.46 -1.07 1.74 -0.266
C 2.69 -1.28 2.89 -0.035
C 3.08 -0.80 4.13 -0.150
C 4.26 -0.12 4.25 -0.139
C 5.03 0.11 3.16 -0.085
C 4.65 -0.34 1.86 0.014
H 1.68 -1.66 2.84 0.077
H 2.40 -0.94 4.96 0.064
H 4.74 0.22 5.16 0.109
H 5.90 0.75 3.26 0.107
H 5.33 -0.04 1.08 0.102
C 2.37 1.82 -5.91 -1.523
Br 0.74 2.19 -6.91 0.626
Br 2.18 2.01 -3.97 0.652
Br 3.77 3.00 -6.51 0.577
H 2.61 0.80 -6.21 -0.019
C 0.52 -2.51 -4.74 -1.443
Br -0.74 -3.79 -3.98 0.654
Br -0.05 -1.83 -6.57 0.534
Br 2.36 -3.23 -4.81 0.664
H 0.54 -1.67 -4.05 -0.050
C 3.21 4.99 -1.01 -1.407
Br 4.59 5.27 0.41 0.572
Br 3.84 5.48 -2.86 0.506
Br 1.61 6.13 -0.66 0.569
H 2.93 3.94 -1.01 -0.054
C 2.07 -4.54 5.45 -1.385
Br 0.45 -3.30 5.22 0.528
Br 1.56 -5.78 6.89 0.536
Br 3.66 -3.48 6.05 0.577
H 2.28 -5.08 4.53 -0.013
N 0.37 -5.91 1.75 0.057
C 0.08 -6.97 0.93 -0.156
C 0.15 -6.92 -0.47 -0.051
C 0.30 -5.61 -1.03 -0.082
C 0.63 -4.47 -0.27 -0.071
C 0.54 -4.67 1.10 -0.128
H -0.12 -7.91 1.41 0.095
H -0.08 -7.76 -1.11 0.099
H 0.29 -5.36 -2.08 0.017
H 0.84 -3.51 -0.73 0.077
H 0.70 -3.87 1.81 0.070
N 5.50 -0.40 -3.93 0.066
C 5.92 0.87 -3.59 -0.132
C 5.46 1.48 -2.42 -0.077
C 4.42 0.87 -1.64 -0.102
C 3.96 -0.35 -2.09 -0.134
C 4.56 -0.98 -3.16 -0.196
H 6.63 1.40 -4.21 0.097
H 5.86 2.46 -2.22 0.087
H 3.92 1.36 -0.82 0.083
H 3.14 -0.90 -1.64 0.072
H 4.18 -1.85 -3.69 0.002
N -3.40 3.76 1.93 0.001
C -2.77 4.88 2.20 -0.169
C -3.17 5.70 3.24 -0.054
C -4.33 5.34 3.93 -0.019
C -4.97 4.13 3.64 -0.056
C -4.43 3.32 2.70 -0.163
H -1.91 5.09 1.58 0.108
H -2.66 6.63 3.45 0.115
H -4.77 5.96 4.71 0.115
H -5.91 3.93 4.13 0.115
H -4.78 2.31 2.55 0.097
N -1.64 4.47 -1.77 0.014
C -0.58 4.28 -2.57 -0.207
C -0.14 5.16 -3.58 -0.092
C -0.87 6.28 -3.83 -0.056
C -1.97 6.57 -2.99 -0.046
C -2.31 5.62 -2.03 -0.172
H -0.15 3.31 -2.38 0.070
H 0.77 4.91 -4.10 0.083
H -0.63 6.91 -4.68 0.117
H -2.61 7.44 -3.11 0.106
H -3.24 5.76 -1.49 0.097
N -3.54 -0.49 1.48 0.020
C -2.72 -0.22 2.49 -0.162
C -2.05 -1.19 3.23 -0.056
C -2.31 -2.51 2.99 -0.075
C -3.17 -2.83 1.94 -0.033
C -3.78 -1.81 1.24 -0.125
H -2.57 0.84 2.68 0.084
H -1.50 -0.94 4.13 0.100
H -1.82 -3.26 3.59 0.053
H -3.24 -3.89 1.72 0.103
H -4.56 -2.03 0.52 0.084
N 3.92 4.81 4.96 0.067
C 3.30 3.77 4.40 -0.135
C 2.29 3.91 3.42 -0.035
C 1.93 5.25 3.00 -0.144
C 2.58 6.32 3.53 -0.114
C 3.53 6.04 4.50 -0.140
H 3.58 2.76 4.69 0.087
H 1.65 3.13 3.04 0.079
H 1.16 5.47 2.28 0.056
H 2.23 7.30 3.27 0.106
H 4.09 6.87 4.90 0.098
N 4.38 -5.75 -2.22 0.056
C 5.68 -6.12 -2.20 -0.130
C 6.76 -5.26 -1.88 -0.082
C 6.47 -4.01 -1.46 -0.079
C 5.11 -3.60 -1.40 -0.064
C 4.11 -4.45 -1.88 -0.164
H 5.94 -7.13 -2.50 0.095
H 7.79 -5.60 -1.92 0.102
H 7.21 -3.32 -1.10 0.108
H 4.89 -2.64 -0.98 0.075
H 3.06 -4.22 -1.85 0.065
N -4.78 -0.45 -2.39 0.022
C -5.89 -0.87 -1.72 -0.157
C -6.27 -2.21 -1.61 -0.079
C -5.59 -3.15 -2.32 -0.052
C -4.46 -2.78 -3.04 -0.049
C -4.14 -1.44 -3.06 -0.152
H -6.50 -0.06 -1.36 0.099
H -7.16 -2.42 -1.03 0.113
H -5.92 -4.17 -2.15 0.118
H -3.84 -3.54 -3.49 0.077
H -3.40 -1.11 -3.78 0.092
N -2.90 2.54 -3.77 0.008
C -3.30 3.53 -4.58 -0.154
C -3.13 3.55 -5.96 -0.017
C -2.52 2.38 -6.47 -0.094
C -2.07 1.41 -5.62 -0.159
C -2.23 1.49 -4.28 -0.147
H -3.77 4.35 -4.05 0.098
H -3.39 4.42 -6.53 0.113
H -2.51 2.32 -7.55 0.113
H -1.68 0.50 -6.05 0.039
H -2.00 0.70 -3.59 0.094

Entry 3:
22
Properties=species:S:1:pos:R:3:nbo_charge:R:1 method="wB97M-V/def2-TZVPD" gap_ev=8.6 e_above_lowest_kcal_mol=54.0 e_homo_ev=-8.1 e_tot_ha=-495.7515
O -1.58 -0.79 -1.63 -0.723
C -0.86 0.11 -1.13 0.753
C -1.45 0.96 0.00 -0.316
N -0.46 1.75 0.72 -0.663
C 0.44 1.00 1.57 -0.227
C 1.32 -0.01 0.84 -0.059
C 1.55 -1.34 1.57 -0.427
C 0.53 -1.96 0.60 -0.213
N 0.59 -0.74 -0.25 -0.521
H -2.21 1.62 -0.45 0.228
H -1.95 0.27 0.70 0.202
H -0.16 2.64 0.35 0.379
H 1.09 1.69 2.12 0.214
H -0.18 0.46 2.31 0.185
H 2.23 0.48 0.45 0.197
H 2.56 -1.75 1.48 0.217
H 1.25 -1.35 2.63 0.211
H 0.84 -2.87 0.07 0.212
H -0.48 -2.09 1.01 0.215
O -0.20 0.92 -2.06 -0.725
H 1.18 -0.88 -1.07 0.403
H 0.23 1.65 -1.58 0.457

Entry 4:
80
Properties=species:S:1:pos:R:3:lowdin_spin:R:1 method="wB97M-V/def2-TZVPD" gap_ev="5.7 / 5.5" charge=-2 e_above_lowest_kcal_mol=2.5 e_homo_ev="-1.4 / -1.3" spin_multiplicity=3 e_tot_ha=-3206.1000 s2=2.006
Pt -1.20 -0.32 1.03 1.393
C 2.48 -3.79 -3.47 0.002
C 2.02 -2.95 -2.30 0.011
C 2.50 -1.67 -2.07 -0.001
C 2.10 -0.97 -0.95 0.011
C 1.21 -1.50 0.00 0.008
N 0.90 -0.79 1.13 0.100
C 1.87 -0.31 1.95 0.010
C 3.17 -0.89 1.89 0.004
C 4.23 -0.44 2.64 0.001
C 4.09 0.63 3.51 -0.002
C 5.25 1.15 4.32 0.000
C 2.81 1.16 3.65 0.000
C 1.71 0.71 2.93 0.000
C 0.34 1.38 3.19 0.011
O -0.77 0.66 2.99 0.150
C 0.21 1.82 4.71 0.009
F 0.86 2.98 5.06 0.004
F 0.69 0.88 5.55 0.001
F -1.07 2.03 5.05 0.002
C 0.33 2.69 2.33 -0.001
F -0.82 3.39 2.46 0.000
F 0.46 2.39 1.02 0.001
F 1.34 3.57 2.60 0.000
C 0.66 -2.77 -0.28 0.014
C 1.09 -3.47 -1.40 -0.002
C -0.39 -3.35 0.69 0.011
O -1.31 -2.50 1.16 0.114
C -1.21 -4.51 0.01 0.004
F -2.29 -4.83 0.74 0.001
F -0.54 -5.68 -0.19 0.002
F -1.67 -4.13 -1.21 0.000
C 0.41 -4.03 1.87 0.002
F 0.94 -3.14 2.70 0.000
F -0.37 -4.85 2.62 0.000
F 1.44 -4.82 1.42 0.000
H 3.21 -3.24 -4.08 0.000
H 1.65 -4.09 -4.11 0.001
H 2.96 -4.71 -3.11 0.001
H 3.19 -1.22 -2.78 0.000
H 2.50 0.02 -0.76 0.000
H 3.31 -1.74 1.24 0.000
H 5.19 -0.94 2.55 0.000
H 6.20 0.82 3.90 0.000
H 5.20 0.81 5.36 0.000
H 5.25 2.25 4.34 0.000
H 2.70 1.98 4.35 0.000
H 0.71 -4.46 -1.60 0.000
O -3.41 0.10 -2.92 0.002
C -2.21 0.02 -2.80 0.003
O -1.62 -0.62 -1.81 0.032
C -1.23 0.62 -3.84 0.001
N 0.08 0.00 -3.70 0.000
C 0.22 -1.07 -4.70 0.000
C -1.12 -1.11 -5.46 0.000
C -1.71 0.29 -5.25 0.000
H -1.19 1.68 -3.63 0.000
H -0.65 -0.56 -1.95 0.003
H 0.83 0.67 -3.74 0.000
H 0.43 -2.02 -4.21 0.000
H 1.05 -0.85 -5.39 0.000
H -1.78 -1.85 -5.00 0.000
H -0.99 -1.38 -6.51 0.000
H -2.79 0.31 -5.32 0.000
H -1.29 1.00 -5.97 0.000
O -1.39 2.46 -1.21 0.007
C -2.20 2.40 -0.29 0.011
N -2.42 1.35 0.54 0.050
C -3.48 1.62 1.39 0.011
O -3.97 0.84 2.18 0.013
C -3.94 3.03 1.12 0.001
C -4.88 3.83 1.72 0.001
C -5.02 5.13 1.25 0.001
C -4.23 5.61 0.22 0.001
C -3.27 4.79 -0.38 0.002
C -3.14 3.50 0.09 0.001
H -5.49 3.45 2.53 0.000
H -5.75 5.79 1.71 0.000
H -4.35 6.63 -0.13 0.000
H -2.62 5.15 -1.17 0.000

Entry 5:
32
Properties=species:S:1:pos:R:3:nbo_charge:R:1 method="wB97M-V/def2-TZVPD" gap_ev="5.5 / 5.3" charge=+3 e_above_lowest_kcal_mol=6.0 e_homo_ev="-19.1 / -19.1" e_tot_ha=-1317.5231
Os 0.63 -0.18 -0.28 1.129
N 4.19 2.22 -0.92 -0.701
C 3.00 1.65 -0.93 0.284
S 2.78 0.15 0.03 0.348
N 2.01 2.14 -1.61 -0.281
N 0.86 1.43 -1.46 -0.332
C -0.21 1.84 -2.08 0.224
C -1.42 1.08 -1.87 0.110
C -2.63 1.44 -2.43 -0.134
C -3.76 0.67 -2.14 -0.035
C -3.64 -0.44 -1.32 -0.186
C -2.40 -0.76 -0.79 0.122
N -1.30 -0.02 -1.04 -0.548
H 4.98 1.83 -0.42 0.446
H 4.34 3.08 -1.44 0.462
H -0.17 2.73 -2.70 0.284
H -2.69 2.30 -3.08 0.284
H -4.72 0.94 -2.56 0.287
H -4.49 -1.06 -1.08 0.289
H -2.28 -1.62 -0.14 0.227
C 0.37 -0.62 4.42 -0.256
O 0.54 -1.74 3.47 -0.394
C 0.53 -1.54 2.22 0.926
O 0.35 -0.40 1.67 -0.593
N 0.70 -2.60 1.43 -0.437
N 0.79 -2.32 0.05 -0.561
H 0.33 -1.09 5.39 0.261
H -0.55 -0.08 4.20 0.222
H 1.24 0.03 4.35 0.223
H 0.85 -3.54 1.80 0.468
H 0.06 -2.85 -0.44 0.427
H 1.69 -2.66 -0.31 0.434

Entry 6:
26
Properties=species:S:1:pos:R:3:nbo_charge:R:1 method="wB97M-V/def2-TZVPD" gap_ev=9.9 smiles=CC1([C@@](C)(O)c2ccoc2)CC1 e_above_lowest_kcal_mol=76.1 e_homo_ev=-9.0 e_tot_ha=-539.8044
C -0.23 -0.72 1.82 -0.600
C 0.74 -0.20 0.83 -0.052
C 0.08 0.77 -0.41 0.303
C -0.34 2.07 0.23 -0.646
O 1.15 1.09 -1.30 -0.716
C -0.97 -0.06 -1.08 -0.128
C -0.82 -1.43 -1.54 -0.314
C -1.97 -1.70 -2.13 0.121
O -2.84 -0.68 -2.12 -0.406
C -2.15 0.36 -1.51 0.087
C 2.03 0.28 1.34 -0.431
C 2.01 -1.02 0.53 -0.449
H -0.69 -1.54 1.32 0.216
H -1.02 0.10 2.04 0.203
H 0.16 -0.97 2.68 0.203
H 0.24 2.23 1.03 0.215
H -1.36 2.03 0.47 0.209
H -0.35 2.81 -0.55 0.228
H 1.86 1.46 -0.73 0.466
H -0.09 -2.12 -1.23 0.237
H -2.36 -2.52 -2.65 0.196
H -2.71 1.21 -1.19 0.203
H 2.37 0.07 2.42 0.219
H 2.51 1.26 0.93 0.185
H 2.48 -1.05 -0.45 0.236
H 2.26 -1.74 1.26 0.213

Entry 7:
15
Properties=species:S:1:pos:R:3:nbo_charge:R:1 method="wB97M-V/def2-TZVPD" gap_ev=8.5 smiles="[H]/N=C1/CC=CN1C" e_above_lowest_kcal_mol=40.3 e_homo_ev=-7.6 e_tot_ha=-304.7713
H -1.56 2.05 -0.21 0.335
N -0.50 2.15 -0.06 -0.707
C 0.10 1.01 0.06 0.480
C 1.62 0.77 0.10 -0.514
C 1.81 -0.63 -0.02 -0.311
C 0.53 -1.18 0.00 0.022
N -0.44 -0.30 0.16 -0.449
C -1.84 -0.62 0.03 -0.421
H 2.06 1.25 1.00 0.244
H 1.95 1.41 -0.70 0.248
H 2.67 -1.21 -0.31 0.227
H 0.33 -2.28 -0.17 0.214
H -2.60 0.19 0.08 0.226
H -2.02 -1.26 0.84 0.205
H -2.13 -1.35 -0.79 0.202

Entry 8:
9
Properties=species:S:1:pos:R:3:nbo_charge:R:1 method="wB97M-V/def2-TZVPD" gap_ev=11.4 smiles="COC(=O)C#N" e_above_lowest_kcal_mol=41.9 e_homo_ev=-11.7 e_tot_ha=-321.3108
C 0.70 -0.82 0.77 -0.260
O -0.61 -0.66 0.20 -0.511
C -0.71 0.15 -0.87 0.726
O -0.89 -0.22 -1.99 -0.454
C -0.69 1.59 -0.53 0.138
N -0.74 2.71 -0.28 -0.235
H 1.09 0.13 1.16 0.190
H 0.58 -1.53 1.58 0.214
H 1.38 -1.23 0.02 0.192